Record 1
Below is C41H26CaF5N3OPS2 as an isolated structure in a non-equilibrium geometry, with properties calculated with ωB97M-V with the def2-TZVPD basis set.

Values from the calculation:
Charge ... -1
HOMO level (spin up / spin down) ... -0.1199 / -0.1200 Ha
Electronic energy ... -112444.4340 eV

Geometry (Å):
Ca: -1.0063 -0.2562 1.2652
N: -0.0596 3.8309 3.4687
C: 1.1752 3.8887 2.8496
C: 2.2546 4.7529 2.9922
C: 3.3409 4.5157 2.1717
C: 3.3480 3.4585 1.2480
C: 2.2764 2.5976 1.1240
C: 1.1698 2.8228 1.9414
N: -0.0410 2.1521 2.0146
C: -0.7335 2.7794 2.9251
C: -2.1024 2.3863 3.2604
C: -2.9991 2.9782 4.0850
S: -4.4768 2.1135 4.0400
C: -3.7966 1.0105 2.9140
N: -2.5692 1.2731 2.6079
H: -0.3914 4.4310 4.2007
H: 2.2477 5.5695 3.7028
H: 4.2080 5.1597 2.2443
H: 4.2232 3.3012 0.6314
H: 2.2963 1.7819 0.4140
H: -2.8792 3.8613 4.6907
H: -4.3391 0.1684 2.5070
F: -2.6790 3.7918 -4.5575
C: -2.8015 2.8281 -3.6358
C: -2.1915 2.9518 -2.4089
F: -1.4733 4.0479 -2.1328
C: -2.3051 1.9393 -1.4827
F: -1.6668 2.1104 -0.3154
C: -3.0442 0.7747 -1.6970
S: -3.1808 -0.4733 -0.4990
C: -3.6394 0.6868 -2.9577
F: -4.3546 -0.3933 -3.2844
C: -3.5255 1.6841 -3.9069
F: -4.1094 1.5526 -5.1046
O: 1.1953 -0.6770 2.2491
C: 2.3403 -0.3699 1.8695
C: 3.1076 -0.9448 0.7871
C: 4.4044 -1.4623 1.0585
C: 5.3223 -1.6464 0.0614
C: 5.0332 -1.2856 -1.2696
C: 3.7663 -0.8523 -1.5770
C: 2.7761 -0.7324 -0.5858
P: 1.0290 -0.6662 -0.9872
C: 0.9435 0.1813 -2.6123
C: 0.8530 1.5726 -2.6250
C: 0.7957 2.2696 -3.8244
C: 0.8154 1.5821 -5.0293
C: 0.9031 0.1964 -5.0301
C: 0.9716 -0.4987 -3.8295
C: 0.6690 -2.4145 -1.3996
C: 1.5823 -3.4335 -1.1453
C: 1.2321 -4.7598 -1.3676
C: -0.0312 -5.0809 -1.8416
C: -0.9482 -4.0684 -2.0965
C: -0.6010 -2.7453 -1.8747
H: 4.6669 -1.6782 2.0885
H: 6.2962 -2.0560 0.3046
H: 5.7912 -1.3727 -2.0375
H: 3.4995 -0.6379 -2.6075
H: 0.8109 2.1143 -1.6857
H: 0.7156 3.3496 -3.8150
H: 0.7534 2.1250 -5.9644
H: 0.9160 -0.3458 -5.9676
H: 1.0394 -1.5787 -3.8337
H: 2.5662 -3.1912 -0.7634
H: 1.9492 -5.5444 -1.1592
H: -0.3057 -6.1169 -1.9979
H: -1.9449 -4.3035 -2.4481
H: -1.3350 -1.9712 -2.0511
C: -2.9025 -4.5081 3.9939
C: -3.1694 -3.2409 4.4934
C: -2.7182 -2.1127 3.8071
C: -1.9880 -2.1686 2.6058
C: -1.7417 -3.4783 2.1483
C: -2.1795 -4.6221 2.8118
H: -3.2481 -5.3925 4.5175
H: -3.7261 -3.1310 5.4202
H: -2.9434 -1.1466 4.2619
H: -1.1795 -3.6284 1.2254
H: -1.9570 -5.6049 2.4069


Record 2
Below is a 10-piece molecular cluster, C22H64O10 overall in a non-equilibrium geometry, with properties calculated with ωB97M-V with the def2-TZVPD basis set.

Values from the calculation:
HOMO level ... -0.3388 Ha
Structure (SMILES) ... CC(C)O.CC(C)O.CC(C)O.CC(C)O.CC(C)O.CC(C)O.CO.CO.CO.CO
Electronic energy ... -44323.7772 eV

Geometry (Å):
C: -1.4126 1.5962 3.6081
C: -0.0522 2.1563 4.0396
C: 0.5253 1.2116 5.1011
O: 0.8020 1.9607 2.9319
H: -2.0046 1.5662 4.5228
H: -1.3406 0.5914 3.1918
H: -1.8904 2.1987 2.8355
H: -0.1017 3.2297 4.2224
H: 0.6169 0.1992 4.7077
H: -0.1178 1.1620 5.9798
H: 1.5780 1.4514 5.2513
H: 1.6785 2.2915 3.1414
C: -3.2293 2.3093 -0.8049
C: -3.3088 3.8069 -0.8500
C: -4.6241 4.4402 -1.2621
O: -3.0870 4.1039 0.4801
H: -2.3023 1.9448 -0.3623
H: -3.3328 1.9258 -1.8200
H: -4.0461 1.9317 -0.1897
H: -2.5149 4.2045 -1.4823
H: -4.8205 4.0792 -2.2717
H: -4.5316 5.5261 -1.2471
H: -5.4880 4.1954 -0.6442
H: -2.1591 3.9368 0.6605
C: -0.6117 -3.5318 4.3768
C: -1.7165 -2.4869 4.5743
C: -3.0812 -3.0068 4.3086
O: -1.6617 -2.2710 5.9697
H: -0.7620 -4.0852 3.4498
H: -0.6389 -4.3272 5.1215
H: 0.3676 -3.0540 4.3478
H: -1.5065 -1.5861 3.9976
H: -3.3351 -3.9550 4.7824
H: -3.2888 -3.2299 3.2620
H: -3.8090 -2.2380 4.5681
H: -0.7684 -1.9542 6.1221
C: 0.0363 0.4418 -0.3843
C: 1.0101 -0.5353 0.2594
C: 0.3664 -1.5275 1.2628
O: 1.5235 -1.3473 -0.7356
H: 0.4739 0.8587 -1.2914
H: -0.2072 1.3030 0.2378
H: -0.8818 -0.0201 -0.7477
H: 1.8163 0.0361 0.7194
H: -0.4397 -2.0626 0.7610
H: -0.0169 -0.9826 2.1255
H: 1.0889 -2.2465 1.6490
H: 0.7849 -1.8827 -1.0347
C: 1.4559 -0.4832 -4.7667
C: 2.5882 0.4416 -4.4190
C: 3.2471 0.2730 -3.0452
O: 3.6053 0.2033 -5.3784
H: 1.0564 -0.3520 -5.7723
H: 0.6376 -0.3112 -4.0674
H: 1.7785 -1.5234 -4.7223
H: 2.2283 1.4686 -4.4799
H: 2.5118 0.3932 -2.2496
H: 4.0011 1.0374 -2.8575
H: 3.6984 -0.7082 -2.8979
H: 3.1878 0.4819 -6.1967
C: 3.6045 -3.8775 1.2157
C: 4.5442 -2.9405 0.4759
C: 4.7088 -3.1787 -1.0040
O: 4.1459 -1.5574 0.5845
H: 2.6834 -3.9332 0.6356
H: 3.2254 -3.4636 2.1500
H: 4.1114 -4.8272 1.3866
H: 5.4855 -3.0156 1.0204
H: 5.4768 -2.5474 -1.4509
H: 3.8445 -3.0834 -1.6613
H: 5.0970 -4.1954 -1.0646
H: 3.3405 -1.5526 0.0621
C: 0.1088 -3.4348 -2.8128
O: -0.5022 -2.5271 -1.9172
H: 1.1712 -3.6317 -2.6696
H: -0.4322 -4.3797 -2.8638
H: 0.1051 -2.9639 -3.7958
H: -1.3801 -2.2664 -2.2052
C: 0.1797 3.3510 -3.1818
O: -0.5025 4.0501 -4.1457
H: 0.3315 2.3450 -3.5731
H: 1.2033 3.6867 -3.0158
H: -0.4529 3.3861 -2.2948
H: -0.3080 4.9871 -4.0702
C: 0.5731 4.1411 0.3632
O: -0.5627 3.6880 1.0933
H: 1.0121 3.2776 -0.1368
H: 0.3519 4.8924 -0.3948
H: 1.3848 4.6130 0.9169
H: -0.2691 3.0856 1.7808
C: -3.6924 -1.0179 -2.4336
O: -2.8889 -1.8167 -3.2429
H: -4.5367 -1.4808 -1.9227
H: -3.1608 -0.5858 -1.5857
H: -4.1238 -0.1773 -2.9771
H: -3.4519 -2.2981 -3.8537


Record 3
Below is C48H37IrN4O4 as an isolated structure in a non-equilibrium geometry, with properties calculated with ωB97M-V with the def2-TZVPD basis set.

Values from the calculation:
Charge ... +1
HOMO level (spin up / spin down) ... -0.3282 / -0.3708 Ha
Multiplicity ... 6
Electronic energy ... -67350.1104 eV

Geometry (Å):
Ir: 0.4134 -0.2978 -0.7016
C: 1.6893 -2.5673 -8.0670
O: 2.5679 -1.4721 -7.8264
C: 2.5602 -0.9611 -6.5552
C: 3.3144 0.2064 -6.3736
C: 3.3698 0.8475 -5.1276
C: 2.6668 0.3155 -4.0479
C: 1.9206 -0.8640 -4.2336
C: 1.8728 -1.5025 -5.4725
C: 2.5861 0.9867 -2.7183
C: 3.1741 0.2580 -1.7446
C: 4.3884 0.8106 -1.1642
C: 4.3479 0.7616 0.1682
C: 3.0667 0.0716 0.4101
N: 2.4511 -0.2465 -0.6976
C: 2.6833 -0.2613 1.8338
C: 1.4872 -0.8651 2.0266
C: 1.1723 -1.6841 3.1747
C: 0.0813 -2.3931 2.8705
C: -0.4134 -1.9334 1.5863
C: -1.5089 -2.3732 0.9084
C: -2.3243 -3.6196 1.0318
C: -3.4365 -3.8130 0.1889
C: -4.2324 -4.9679 0.2463
C: -3.9206 -5.9860 1.1392
O: -4.6103 -7.1548 1.3060
C: -5.7552 -7.3394 0.4844
C: -2.7905 -5.8459 1.9398
C: -1.9947 -4.6922 1.8678
C: -2.0708 -1.1494 0.2217
N: -1.5737 -0.3582 -0.6925
C: -2.3144 0.8073 -0.5478
C: -1.9576 2.0359 -0.9820
C: -2.7927 3.2043 -0.5928
C: -3.6759 3.8327 -1.4702
C: -4.4204 4.9355 -1.0333
C: -4.3069 5.4079 0.2801
O: -5.1031 6.4795 0.5846
C: -5.1618 6.8510 1.9576
C: -3.4177 4.7858 1.1542
C: -2.6599 3.6988 0.7161
C: -0.5967 2.2516 -1.5886
C: -0.3399 3.2049 -2.5574
C: 0.8198 2.7725 -3.1764
C: 1.3092 1.7445 -2.3884
N: 0.5251 1.5757 -1.3146
C: -3.4812 0.5118 0.2492
C: -3.3516 -0.6866 0.8054
N: 0.4082 -0.9108 1.2118
C: 3.5429 0.0911 2.9806
C: 4.7428 -0.5554 3.2748
C: 5.5138 -0.1290 4.3641
C: 5.0934 0.9347 5.1729
O: 5.9371 1.2532 6.2042
C: 5.4965 2.2799 7.0856
C: 3.8906 1.5760 4.8840
C: 3.1249 1.1557 3.7955
H: 1.7437 -2.8137 -9.1317
H: 0.6498 -2.3027 -7.8428
H: 2.0014 -3.4538 -7.5047
H: 3.8522 0.6287 -7.2180
H: 3.9423 1.7628 -5.0152
H: 1.3557 -1.2809 -3.3939
H: 1.2814 -2.4086 -5.5441
H: 5.1607 1.2844 -1.7472
H: 5.0450 1.1328 0.8912
H: 1.7568 -1.7754 4.0725
H: -0.3910 -3.0845 3.5400
H: -3.6915 -3.0648 -0.5598
H: -5.0740 -5.0336 -0.4336
H: -6.2011 -8.3043 0.7446
H: -5.4788 -7.3758 -0.5746
H: -6.5072 -6.5656 0.6713
H: -2.5039 -6.6453 2.6177
H: -1.0898 -4.6763 2.4621
H: -3.7865 3.4735 -2.4897
H: -5.1028 5.4281 -1.7213
H: -5.8841 7.6674 2.0532
H: -4.1939 7.2232 2.3097
H: -5.5155 6.0203 2.5782
H: -3.2796 5.1155 2.1780
H: -1.9618 3.2172 1.4040
H: -1.0011 3.9856 -2.9037
H: 1.2663 3.1685 -4.0768
H: -4.2826 1.1982 0.4611
H: -3.9617 -1.1908 1.5264
H: 5.0730 -1.3885 2.6604
H: 6.4484 -0.6358 4.5867
H: 6.2541 2.4006 7.8659
H: 4.5563 2.0057 7.5765
H: 5.4046 3.2384 6.5633
H: 3.5111 2.4012 5.4749
H: 2.1806 1.6532 3.5715
H: 0.4134 -2.0221 -0.7016


Record 4
Below is one molecule with the formula C4H6F2NP in a non-equilibrium geometry, with properties calculated with ωB97M-V with the def2-TZVPD basis set.

Values from the calculation:
HOMO level (spin up / spin down) ... -0.3135 / -0.3135 Ha
Structure (SMILES) ... C=C=C[P@@](=C)(F)NF
Electronic energy ... -20452.8965 eV

Geometry (Å):
C: 0.9119 0.3936 -0.2485
C: 1.9910 -0.3242 -0.1091
C: -2.4081 0.8922 1.1726
C: 3.1982 -0.9520 -0.0482
N: -1.8386 -0.7260 -0.7987
F: -0.8443 -1.5144 -1.3560
F: -1.2483 1.6498 -1.1663
P: -1.2160 0.5800 -0.0198
H: 1.0082 1.3706 -0.6126
H: -2.1980 0.3357 1.9931
H: -2.4650 1.8986 1.2775
H: 3.8870 -0.8694 0.9658
H: 3.5047 -1.4712 -0.8840
H: -2.2824 -1.2632 -0.1659


Record 5
Below is a 9-piece molecular cluster, C21H28Cl10N4O2 overall in a non-equilibrium geometry, with properties calculated with ωB97M-V with the def2-TZVPD basis set.

Values from the calculation:
HOMO level ... -0.3563 Ha
Structure (SMILES) ... C[N+](=O)[O-].c1ccncc1.c1ccncc1.c1ccncc1.ClCCl.ClCCl.ClCCl.ClCCl.ClCCl
Electronic energy ... -157507.5097 eV

Geometry (Å):
N: 3.0269 -2.2017 4.3988
C: 4.0262 -1.5401 4.9774
C: 4.5995 -0.3777 4.4674
C: 4.1189 0.1152 3.2628
C: 3.1607 -0.6264 2.5938
C: 2.6171 -1.7368 3.2164
H: 4.3944 -1.8345 5.9542
H: 5.2745 0.1710 5.1099
H: 4.5760 0.9690 2.7779
H: 2.7808 -0.3451 1.6211
H: 1.7966 -2.2826 2.7646
N: -2.5462 3.0281 -0.4743
C: -2.7846 4.0430 -1.3018
C: -3.5412 3.8990 -2.4641
C: -3.9845 2.6463 -2.8601
C: -3.7133 1.5990 -1.9926
C: -3.0179 1.8244 -0.8347
H: -2.4032 5.0207 -1.0398
H: -3.7698 4.7270 -3.1240
H: -4.5026 2.5098 -3.7981
H: -4.0079 0.5806 -2.2193
H: -2.8884 0.9740 -0.1773
N: 2.4159 -2.4986 -1.3563
C: 1.3961 -3.0240 -2.0507
C: 1.2170 -4.3896 -2.1846
C: 2.1082 -5.2167 -1.4974
C: 3.1436 -4.6792 -0.7634
C: 3.3055 -3.3046 -0.7912
H: 0.7774 -2.3018 -2.5671
H: 0.4612 -4.8270 -2.8199
H: 1.9974 -6.2889 -1.6084
H: 3.8372 -5.2863 -0.1971
H: 4.1338 -2.8386 -0.2705
C: 0.4597 4.2277 0.2789
N: 0.5186 4.4642 -1.1897
O: -0.0122 5.4627 -1.6435
O: 1.1315 3.6482 -1.8584
H: -0.3887 4.7938 0.6466
H: 1.3900 4.6119 0.6893
H: 0.3710 3.1601 0.4412
C: -2.1042 3.2523 3.3616
Cl: -1.1501 2.1457 4.3355
Cl: -1.4811 4.9063 3.4385
H: -2.0698 2.8473 2.3514
H: -3.1435 3.2724 3.6715
C: -3.5100 -2.2674 -3.0353
Cl: -5.1514 -2.1478 -2.3852
Cl: -2.3086 -2.3028 -1.7466
H: -3.4217 -3.1843 -3.6132
H: -3.2361 -1.4879 -3.7423
C: -4.3689 -2.7699 2.1389
Cl: -3.3945 -1.4791 1.3599
Cl: -5.1663 -2.1275 3.5758
H: -5.1103 -3.1119 1.4284
H: -3.6733 -3.5506 2.4179
C: 0.1191 -0.2803 0.3149
Cl: 0.1031 0.8590 1.6598
Cl: 0.5006 0.5541 -1.1920
H: 0.8743 -1.0429 0.4910
H: -0.8286 -0.7988 0.2056
C: 3.2988 0.3533 -3.3359
Cl: 4.2464 1.7979 -3.6859
Cl: 3.7555 -1.0057 -4.3965
H: 3.4889 0.0608 -2.3095
H: 2.2561 0.6321 -3.4243


Record 6
Below is one molecule with the formula C10H11ClN4 in a non-equilibrium geometry, with properties calculated with ωB97M-V with the def2-TZVPD basis set.

Values from the calculation:
HOMO level ... -0.2967 Ha
Structure (SMILES) ... CCc1cc(Nc2cnn[nH]2)ccc1Cl
Electronic energy ... -29029.0845 eV

Geometry (Å):
Cl: -1.2667 -1.8344 -3.3505
N: -0.2720 -0.3277 5.2694
N: 0.1471 -1.5061 4.9834
C: -0.1800 0.4970 4.1094
C: 0.2293 -0.1708 3.0344
C: -0.8479 -1.8793 -0.7637
C: -0.4866 -1.4012 0.4646
C: 0.0199 0.7687 -0.5911
C: -0.8613 -0.9964 -1.9189
C: -0.0124 -0.0827 0.5551
C: -0.4418 0.3141 -1.8093
N: 0.3631 -1.4359 3.5591
N: 0.4693 0.3881 1.7383
C: 1.1337 1.3665 -3.5858
C: -0.3499 1.2188 -3.0477
H: -0.4623 1.5194 4.0595
H: -1.2783 -2.9010 -0.8269
H: -0.4578 -2.0893 1.4054
H: 0.3798 1.7389 -0.4455
H: 0.7087 -2.1787 2.9446
H: 0.8067 1.4162 1.8050
H: 1.7200 0.5214 -3.8465
H: 1.0233 2.0703 -4.3735
H: 1.6270 1.9124 -2.8015
H: -0.9875 0.8883 -3.8233
H: -0.7234 2.1834 -2.7441


Record 7
Below is C2H6CsO as an isolated structure in a non-equilibrium geometry, with properties calculated with ωB97M-V with the def2-TZVPD basis set.

Values from the calculation:
Charge ... +1
HOMO level ... -0.5181 Ha
Electronic energy ... -4760.8702 eV

Geometry (Å):
Cs: 1.1387 -0.8822 -3.8019
C: 0.3279 0.6742 1.0212
C: -0.7149 -0.1768 0.2726
O: -0.2136 -0.3385 -1.0233
H: 0.0265 1.0308 2.0061
H: 0.5888 1.5249 0.3918
H: 1.2465 0.1468 1.2784
H: -1.6610 0.3567 0.1807
H: -0.8315 -1.0988 0.8421
H: 0.0927 -1.2369 -1.1676


Record 8
Below is one molecule with the formula C5H6OS2 in a non-equilibrium geometry, with properties calculated with ωB97M-V with the def2-TZVPD basis set.

Values from the calculation:
HOMO level ... -0.3366 Ha
Structure (SMILES) ... C#C[C@H](O)C(=S)SC
Electronic energy ... -28997.3765 eV

Geometry (Å):
C: -0.8532 1.6806 1.0331
C: -1.0280 -0.7109 -0.5685
C: 0.3264 -1.0626 0.0511
C: 1.3826 -0.2213 -0.5449
C: 2.1824 0.5132 -1.0597
H: -1.2986 2.6335 1.1347
H: 0.1955 1.6981 0.9423
H: -1.0528 1.0818 1.9558
H: 0.2397 -0.7220 1.1274
H: 0.1293 -2.7327 -0.7111
H: 2.7271 1.2298 -1.6596
O: 0.5819 -2.3895 0.0620
S: -1.6909 0.8685 -0.3900
S: -1.8414 -1.8665 -1.3726


Record 9
Below is C32H35GeN4O2PtSi as an isolated structure in a non-equilibrium geometry, with properties calculated with ωB97M-V with the def2-TZVPD basis set.

Values from the calculation:
Charge ... +2
HOMO level (spin up / spin down) ... -0.5196 / -0.5194 Ha
Multiplicity ... 2
Electronic energy ... -111431.9576 eV

Geometry (Å):
Pt: 0.1767 -0.0498 -0.1041
C: -1.4789 2.3217 2.7425
C: -1.3302 2.7445 1.3253
C: -1.5126 4.0700 0.8959
C: -1.5119 4.3630 -0.4615
C: -1.3612 3.3461 -1.3876
C: -1.1382 2.0491 -0.9018
N: -1.0779 1.8041 0.4323
N: -0.9405 0.9495 -1.6383
Si: -2.0565 0.1417 -2.7078
C: -1.6168 0.5671 -4.5190
C: -1.6937 -1.6797 -2.2816
C: -3.7803 0.7920 -2.1997
H: -2.5238 2.4265 3.0391
H: -0.8936 2.9449 3.4155
H: -1.1966 1.2749 2.8555
H: -1.6673 4.8522 1.6232
H: -1.6550 5.3796 -0.7978
H: -1.3929 3.5237 -2.4502
H: -0.6328 0.1854 -4.7703
H: -1.6351 1.6375 -4.6934
H: -2.3388 0.1066 -5.1836
H: -0.6920 -1.9577 -2.6007
H: -2.3967 -2.3397 -2.7788
H: -1.7779 -1.8501 -1.2068
H: -3.8750 1.8568 -2.3869
H: -3.9587 0.6178 -1.1426
H: -4.5579 0.2836 -2.7579
C: 5.4570 -0.8824 3.0622
C: 5.0004 0.4048 3.2787
C: 4.2419 1.0476 2.3126
C: 3.9260 0.3693 1.1450
C: 4.4105 -0.9063 0.9040
C: 5.1590 -1.5429 1.8805
Ge: 2.4448 1.1304 -0.0107
C: 2.1907 3.0789 0.5091
C: 1.7293 3.3317 1.7960
C: 1.5103 4.6316 2.2180
C: 1.7164 5.6859 1.3435
C: 2.1566 5.4381 0.0548
C: 2.3963 4.1374 -0.3618
C: 3.2391 1.1687 -1.8973
C: 2.3481 1.6663 -2.8301
C: 2.6819 1.6067 -4.1746
C: 3.8999 1.0727 -4.5554
C: 4.7847 0.5910 -3.6112
C: 4.4612 0.6514 -2.2598
H: 6.0656 -1.3661 3.8121
H: 5.2329 0.9235 4.1960
H: 3.8956 2.0567 2.4826
H: 4.1853 -1.4064 -0.0259
H: 5.5084 -2.5513 1.7191
H: 1.5489 2.5079 2.4765
H: 1.1820 4.8215 3.2296
H: 1.5376 6.6997 1.6682
H: 2.3283 6.2563 -0.6277
H: 2.7682 3.9595 -1.3612
H: 1.3910 2.0760 -2.5293
H: 1.9856 1.9786 -4.9103
H: 4.1679 1.0467 -5.6019
H: 5.7339 0.1714 -3.9080
H: 5.1689 0.2931 -1.5276
C: 0.3157 -4.3508 3.5457
N: 0.7561 -3.7069 2.3313
C: 1.7415 -4.2097 1.5722
C: 2.1768 -3.5943 0.4379
C: 1.5365 -2.3790 0.0590
O: 1.8371 -1.6501 -0.9216
N: 0.5165 -1.9322 0.8289
C: 0.0710 -2.5303 1.9685
O: -0.8224 -2.0779 2.6410
H: 0.9949 -5.1549 3.8141
H: -0.6894 -4.7529 3.4131
H: 0.2728 -3.6148 4.3494
H: 2.1768 -5.1388 1.9119
H: 2.9630 -4.0001 -0.1707